Entry 1:
Below is 2 unconnected molecules or ions with the total composition C6H15NO, with properties calculated with ωB97M-V/def2-TZVPD.

```
23
Properties=species:S:1:pos:R:3:forces:R:3
C 1.7155 0.7678 0.3730 1.3 -0.1 0.4
C 0.3205 1.3162 0.2743 -0.4 0.4 -0.6
C -0.6131 0.4849 -0.6362 0.5 -0.7 0.6
C -2.5342 -1.7213 1.9821 0.1 -0.4 0.2
C -1.8861 -0.5573 1.2787 -0.6 -0.6 -0.1
C -1.2383 -0.6725 0.1264 -0.3 0.5 0.3
N 2.4838 0.7124 -0.8937 -0.3 -0.2 0.2
H 2.3283 1.3246 1.0975 -0.5 0.3 0.1
H 1.7269 -0.2385 0.7815 -0.4 -0.3 -0.1
H -0.0871 1.4130 1.2818 -0.1 -0.1 0.0
H 0.3387 2.3423 -0.1131 0.3 0.0 0.0
H -1.3423 1.1429 -1.1135 -0.2 -0.2 0.2
H -0.0286 0.0207 -1.4291 0.0 0.3 -0.2
H -1.7771 -2.2283 2.5787 0.0 -0.1 0.3
H -3.3306 -1.4141 2.6429 -0.1 0.4 0.4
H -3.0208 -2.4973 1.3834 0.4 0.3 -0.5
H -1.9984 0.3746 1.8203 0.1 0.3 -0.3
H -1.1434 -1.6865 -0.2464 0.0 0.1 -0.4
H 3.4598 0.6358 -0.6324 0.1 -0.2 -0.2
H 2.4173 1.5985 -1.3677 -0.1 0.4 -0.2
H 1.0498 0.1191 -3.5494 0.0 -0.4 -0.1
H 1.7949 -0.4922 -2.3977 0.1 -0.1 -0.2
O 1.3643 -0.7448 -3.2415 0.0 0.5 0.2
```
Forces are in eV/Å.

- DFT total energy (hartree) = -367.57200
- SMILES = C/C=C/CCCN.O
- multiplicity = 1
- gap between HOMO and LUMO (eV) = 10.05
- net charge = 0

***

Entry 2:
Below is 2 unconnected molecules or ions with the total composition C6H15NO, with properties calculated with ωB97M-V/def2-TZVPD.

```
23
Properties=species:S:1:pos:R:3:forces:R:3
C -0.5358 1.8314 -0.0218 -0.7 1.7 1.0
C -1.9133 2.5509 -0.0374 0.5 0.7 -0.5
C -0.0817 1.5135 -1.4198 -0.9 -0.7 -0.3
O -0.0999 0.3726 -1.8462 0.6 0.0 0.1
N 0.1334 2.5828 -2.2363 0.3 0.3 0.5
H 0.1141 2.4741 0.5822 0.5 0.2 -0.8
H -0.6226 1.0082 0.6546 -0.1 -0.9 -0.4
H -1.9808 3.2527 0.7905 -0.3 -0.4 0.4
H 0.4293 2.4574 -3.1860 -0.1 -0.2 -0.1
H -0.0956 3.5070 -1.9170 0.2 0.0 -0.1
H -2.7483 1.8617 -0.0917 -0.1 0.0 0.2
H -2.0078 3.2301 -0.8894 0.0 -0.3 -0.2
C 0.3661 -2.7199 0.7047 0.8 0.9 -0.6
C 0.3668 -1.3274 1.3716 -1.3 -0.8 0.9
C 1.7538 -3.3004 0.5038 0.5 -0.4 0.3
H 0.0039 -2.5583 -0.3129 -0.6 -0.3 0.2
H -0.2935 -3.3772 1.2617 0.0 -0.3 -0.1
H -0.5093 -1.3339 2.0288 0.0 0.1 0.2
H 1.1965 -1.1057 2.0419 0.3 0.0 -0.4
H 1.7351 -4.2819 0.0297 -0.2 -0.1 -0.1
H 0.1125 -0.5313 0.6948 0.8 0.0 -0.5
H 2.3119 -3.4403 1.4357 -0.1 0.1 0.1
H 2.3650 -2.6660 -0.1416 -0.1 0.1 0.1
```
Forces are in eV/Å.

- DFT total energy (hartree) = -367.59670
- SMILES = CCC(N)=O.CCC
- multiplicity = 1
- gap between HOMO and LUMO (eV) = 10.66
- net charge = 0

***

Entry 3:
Below is 2 unconnected molecules or ions with the total composition C6H15NO, with properties calculated with ωB97M-V/def2-TZVPD.

```
23
Properties=species:S:1:pos:R:3:forces:R:3
C 1.9404 1.3685 -0.2648 0.4 3.3 3.0
C 1.2118 0.0995 0.3135 0.0 1.4 -5.6
C -0.2558 0.0130 0.3863 -1.5 1.4 0.3
C -1.1732 0.8581 -0.0729 -1.0 1.3 -1.3
N -0.9238 2.1922 -0.5018 -3.3 -1.4 -2.2
C -0.8196 -1.1220 1.1242 -1.5 -2.8 0.9
C 0.2260 -2.1520 1.5162 1.1 2.7 1.1
H 2.5162 1.3123 -1.1653 -0.1 -0.6 -0.7
H 1.3550 2.3762 -0.3143 1.0 -2.3 -0.3
H 2.7338 1.7591 0.5255 -1.2 -1.2 -1.3
H 1.4441 -0.7296 -0.4349 0.2 0.7 1.1
H 1.6566 -0.1004 1.1870 1.6 -0.7 3.1
H -2.2754 0.6136 -0.1120 1.2 -0.1 0.3
H -1.1027 2.4770 -1.5062 0.7 -0.6 2.0
H -0.1915 2.5265 0.0032 2.0 1.7 0.6
H -1.3463 -0.8731 2.0608 0.0 0.5 -0.6
H -1.5673 -1.7134 0.4818 0.6 1.1 0.8
H 0.1846 -2.8169 0.7534 0.9 -2.5 -2.1
H 0.1191 -2.6244 2.4516 -0.7 -0.7 1.1
H 1.1904 -1.6095 1.6045 -0.5 -1.3 -0.2
H -2.1900 -0.4202 -2.1044 1.6 0.3 -2.1
H -1.1351 -1.1226 -2.9985 0.7 -1.3 -0.1
O -1.5973 -0.3119 -2.9328 -2.4 1.1 2.0
```
Forces are in eV/Å.

- DFT total energy (hartree) = -367.49185
- SMILES = CCC(=CN)CC.O
- multiplicity = 1
- gap between HOMO and LUMO (eV) = 8.59
- net charge = 0

***

Entry 4:
Below is a molecular structure, C6H15NO, with properties calculated with ωB97M-V/def2-TZVPD.

```
23
Properties=species:S:1:pos:R:3:forces:R:3
C -0.2801 1.9926 -0.2107 -0.7 3.2 -0.2
C -1.3128 1.4205 0.8670 1.5 -0.7 -0.5
C -1.6118 -0.0677 0.9307 5.4 -1.6 0.3
O -1.9694 -0.2779 -0.8864 0.0 -0.2 3.7
C 0.6314 1.1202 -1.0506 0.8 -1.6 1.6
N 1.3093 0.0642 -0.2365 0.2 0.1 -0.2
C 1.2399 -1.3190 -0.7920 0.4 1.0 1.1
C 1.7408 -2.2495 0.3110 -0.2 -1.4 -0.8
H 0.3154 2.9692 0.1602 -1.3 -2.4 -0.1
H -0.9525 2.4805 -0.9777 0.6 -0.5 0.7
H -1.1204 1.8396 1.8389 0.2 0.0 0.6
H -2.2981 1.7033 0.6093 -0.9 1.4 -0.4
H -0.7906 -0.9182 1.1682 -1.8 2.3 -1.0
H -2.4158 -0.3182 1.6091 -0.8 0.0 -0.1
H -2.4657 -0.1594 0.0409 -2.5 -0.7 -3.3
H -0.0231 0.5743 -1.7146 0.2 0.3 -1.0
H 1.4768 1.7037 -1.4375 -0.8 0.1 -0.7
H 0.8586 0.0813 0.6658 0.2 -0.3 0.1
H 0.2024 -1.5142 -1.0402 -0.2 -0.4 -0.4
H 1.8842 -1.3924 -1.6844 -0.3 0.1 0.3
H 1.5990 -3.3162 0.1246 -0.2 -0.1 -0.8
H 1.1795 -2.2054 1.2228 -0.2 0.9 0.8
H 2.8029 -2.2114 0.4824 0.4 0.7 0.3
```
Forces are in eV/Å.

- DFT total energy (hartree) = -367.39640
- multiplicity = 1
- gap between HOMO and LUMO (eV) = 8.63
- net charge = 0

***

| no. | E_HOMO (eV) | maximum force (Eh/bohr) |
| --- | --- | --- |
| 1 | -9.14 | 0.0267 |
| 2 | -9.79 | 0.0406 |
| 3 | -7.86 | 0.1117 |
| 4 | -8.37 | 0.1093 |